Record 1
Density functional theory data (ωB97M-V with the def2-TZVPD basis set) for a 6-piece molecular cluster, C35H58F15O10P overall.

Atoms and positions in Å:
P1 -7.573 5.776 -0.144
F1 6.834 4.281 2.342
F2 4.788 4.960 2.282
F3 11.639 5.171 -2.728
F4 5.955 4.881 0.464
F5 10.047 -0.878 2.840
F6 10.663 4.749 -4.610
F7 10.706 -0.489 0.825
F8 -7.815 -7.229 -1.948
F9 10.032 1.142 2.074
F10 -3.038 -1.803 0.783
F11 12.336 3.548 -3.964
F12 -6.031 -6.642 -3.015
F13 -1.109 -2.302 1.616
F14 -5.882 -7.723 -1.133
F15 -1.222 -1.259 -0.272
O1 9.370 3.911 -2.190
O2 12.479 -0.102 3.695
O3 5.986 1.876 1.519
O4 -1.053 -4.426 -0.037
O5 10.358 2.035 -2.967
O6 -7.500 -8.910 -3.971
O7 -5.788 -9.814 -2.807
O8 12.843 0.820 1.666
O9 4.021 2.813 0.925
O10 -2.735 -3.487 -1.218
C1 10.696 -0.018 2.072
C2 -6.840 -0.259 1.696
C3 8.362 3.136 -1.500
C4 -8.384 -11.180 -4.132
C5 -1.809 -3.534 -0.277
C6 -6.356 4.969 0.973
C7 -2.159 1.755 2.514
C8 -5.864 -0.416 0.502
C9 -6.949 4.665 2.359
C10 -3.695 -5.728 -1.377
C11 12.129 0.210 2.597
C12 -1.314 2.940 0.371
C13 -6.346 0.264 -0.783
C14 -1.797 -2.195 0.490
C15 15.111 -0.060 1.844
C16 -1.004 1.991 1.538
C17 -2.734 2.880 -0.209
C18 -7.593 -10.084 -4.810
C19 -5.290 0.448 -1.880
C20 -2.860 -4.663 -2.049
C21 2.964 0.810 1.837
C22 -3.110 1.543 -0.862
C23 -6.349 3.386 2.983
C24 8.873 2.631 -0.170
C25 11.256 4.194 -3.549
C26 -6.452 0.782 2.764
C27 3.465 1.518 0.600
C28 14.206 1.139 2.019
C29 10.277 3.221 -2.856
C30 -7.111 2.150 2.499
C31 5.264 2.816 1.365
C32 -6.567 -8.939 -3.037
C33 5.718 4.268 1.631
C34 -6.576 -7.606 -2.259
C35 -4.357 1.665 -1.761
H1 -2.771 3.629 -1.009
H2 9.700 1.941 -0.314
H3 -1.769 1.292 3.426
H4 8.081 2.120 0.371
H5 -8.084 2.153 2.999
H6 -4.962 2.537 -1.488
H7 -8.018 4.470 2.212
H8 8.035 2.319 -2.142
H9 14.235 1.522 3.038
H10 -6.834 5.521 3.024
H11 -7.822 0.059 1.327
H12 -4.884 -0.044 0.802
H13 -6.826 0.423 3.727
H14 -1.106 3.965 0.687
H15 -3.458 3.146 0.562
H16 -6.101 4.016 0.495
H17 -4.709 -0.473 -2.005
H18 -6.742 5.980 -1.266
H19 -0.181 2.431 2.112
H20 -2.264 1.268 -1.504
H21 -6.446 3.475 4.068
H22 15.040 -0.445 0.826
H23 9.228 3.466 0.437
H24 14.485 1.943 1.342
H25 -4.666 -5.325 -1.096
H26 -5.292 3.287 2.726
H27 -0.653 1.023 1.183
H28 4.210 0.928 0.068
H29 -3.339 -4.309 -2.960
H30 2.648 1.733 -0.086
H31 -7.875 -11.535 -3.237
H32 -9.370 -10.815 -3.843
H33 -3.827 -6.565 -2.051
H34 -1.868 -5.029 -2.310
H35 -7.512 7.093 0.357
H36 -2.636 2.686 2.819
H37 -8.092 -9.738 -5.712
H38 -8.509 -12.020 -4.814
H39 -6.967 -1.234 2.169
H40 -5.364 0.859 2.851
H41 -3.208 -6.092 -0.472
H42 16.145 0.226 2.037
H43 2.474 -0.123 1.559
H44 -3.195 0.741 -0.128
H45 -7.124 -0.387 -1.201
H46 -3.987 1.866 -2.772
H47 -2.897 1.056 2.114
H48 -5.846 0.577 -2.816
H49 2.244 1.435 2.365
H50 -5.419 5.523 1.056
H51 7.528 3.822 -1.371
H52 3.780 0.579 2.520
H53 -6.590 -10.414 -5.077
H54 -5.805 -1.488 0.300
H55 14.840 -0.860 2.532
H56 -0.633 2.716 -0.458
H57 -6.851 1.214 -0.574
H58 -7.287 2.256 1.423

SMILES string ... CCCCCCCCCCCCCCCP.CCOC(=O)C(F)(F)F.CCOC(=O)C(F)(F)F.CCOC(=O)C(F)(F)F.CCOC(=O)C(F)(F)F.CCOC(=O)C(F)(F)F
M ... 954.8 u
Total charge ... 0
DFT total energy ... -107763.59417 eV
Max |F| ... 0.01466 hartree/bohr

Record 2
Density functional theory data (ωB97M-V with the def2-TZVPD basis set) for C7H13NOPSc as an isolated structure in a non-equilibrium geometry.

Atoms and positions in Å:
Sc1 -1.952 -1.670 0.611
P1 -0.192 -3.108 -0.499
O1 -0.741 -0.720 1.800
N1 1.487 -0.576 1.972
C1 0.109 0.625 -1.567
C2 0.277 -0.222 2.400
C3 0.128 0.699 3.542
C4 -1.343 1.764 -2.972
C5 -0.283 2.648 -2.598
C6 0.603 1.939 -1.730
C7 -1.126 0.515 -2.337
H1 2.309 -0.193 2.422
H2 1.582 -1.264 1.221
H3 1.516 2.332 -1.285
H4 1.056 0.716 4.134
H5 -0.697 0.375 4.189
H6 1.014 -2.604 -1.137
H7 -0.073 1.722 3.187
H8 0.584 -0.185 -1.010
H9 -0.620 -3.923 -1.621
H10 -2.175 2.005 -3.632
H11 -0.170 3.681 -2.922
H12 -1.742 -0.385 -2.418
H13 0.453 -4.172 0.248

Energy above the lowest of the compared OMol25 structures with the same formula, charge and spin ... 2.239 eV
M ... 203.1 u
Total charge ... 0
DFT total energy ... -40990.78564 eV
Max |F| ... 0.07107 hartree/bohr

Record 3
Density functional theory data (ωB97M-V with the def2-TZVPD basis set) for one molecule with the formula C22H22N2O4 in a non-equilibrium geometry.

Atoms and positions in Å:
O1 4.568 2.290 1.034
O2 7.337 -1.215 -0.682
O3 -1.922 -1.501 0.698
O4 -3.628 0.717 -0.032
N1 5.282 0.674 -0.362
N2 2.936 -1.768 1.015
C1 6.670 1.079 -0.249
C2 5.987 -1.608 -0.781
C3 -6.645 -1.161 -0.590
C4 -5.820 -0.194 -0.033
C5 -7.710 1.279 0.158
C6 0.496 1.243 0.124
C7 1.905 1.527 0.142
C8 -6.363 1.027 0.342
C9 4.337 1.292 0.377
C10 -1.747 2.029 -0.237
C11 -1.048 -2.541 1.072
C12 -8.530 0.309 -0.394
C13 5.114 -0.443 -1.264
C14 -0.036 -0.018 0.419
C15 2.893 -0.659 0.706
C16 -7.995 -0.912 -0.765
C17 7.492 -0.130 0.206
C18 -4.356 -0.480 0.182
C19 -0.394 2.270 -0.203
C20 -1.395 -0.273 0.397
C21 2.952 0.697 0.357
C22 -2.283 0.772 0.053
H1 -9.583 0.505 -0.536
H2 -1.692 -3.395 1.277
H3 7.175 -0.425 1.218
H4 -4.020 -1.263 -0.506
H5 7.027 1.424 -1.226
H6 5.959 -2.431 -1.495
H7 0.643 -0.810 0.681
H8 2.168 2.558 -0.064
H9 -0.019 3.256 -0.432
H10 -0.353 -2.796 0.267
H11 -5.720 1.781 0.770
H12 -8.629 -1.672 -1.197
H13 5.453 -0.133 -2.261
H14 8.556 0.107 0.214
H15 6.732 1.892 0.475
H16 -2.444 2.811 -0.492
H17 -6.230 -2.114 -0.885
H18 5.616 -1.958 0.194
H19 -8.123 2.234 0.448
H20 -0.482 -2.289 1.974
H21 -4.201 -0.837 1.210
H22 4.071 -0.749 -1.325

SMILES string ... COc1cc(/C=C(\C#N)C(=O)N2CCOCC2)ccc1OCc1ccccc1
Energy above the lowest of the compared OMol25 structures with the same formula, charge and spin ... 3.462 eV
M ... 378.4 u
Total charge ... 0
DFT total energy ... -34339.72859 eV
Max |F| ... 0.02507 hartree/bohr